Below is 4 unconnected molecules or ions with the total composition C26H26ClF2N4O9P in a non-equilibrium geometry, with properties calculated with ωB97M-V with the def2-TZVPD basis set.

Structure (XYZ):
```
69
Properties=species:S:1:pos:R:3:forces:R:3
C -4.6664 -1.2400 2.3242 0.94 1.11 0.11
C -3.2286 -1.9714 2.0064 -1.06 -0.64 -0.25
F -3.5355 -3.0563 1.0008 0.81 2.15 1.95
C -2.1219 -0.9955 1.2920 1.71 -0.79 0.66
P -2.7613 -0.8270 -0.4991 -2.19 1.14 -1.56
O -2.3380 0.7503 -1.1739 -0.89 -2.57 -0.28
Cl -1.7838 -2.3997 -1.6229 -0.25 1.50 1.13
N -0.8395 -1.8273 1.1048 2.00 1.95 2.26
C 0.0084 -1.6284 2.3788 3.98 -1.34 2.73
O 1.1112 -2.2658 2.7801 -7.46 3.55 -3.31
C -0.6133 -0.3752 3.2756 0.74 -0.78 -2.09
C -1.5244 0.3064 2.0887 -0.99 0.24 0.24
C -2.5299 1.4830 2.6302 -0.07 0.49 0.39
C -2.2949 1.6885 4.2538 5.02 5.11 2.20
O -1.3575 2.5921 4.6311 -6.84 -6.67 -2.21
F -2.9961 0.9415 5.3259 1.75 1.84 -3.45
H -4.8587 -0.4155 1.4865 0.23 -2.01 1.65
H -4.5336 -0.6236 3.3317 -0.37 -1.47 -1.98
H -5.5787 -1.9720 2.4052 2.09 1.32 -0.21
H -2.7720 -2.5528 2.9420 -0.96 1.39 -2.10
H -3.0432 0.8701 -1.9038 1.60 -0.34 1.73
H -0.2944 -1.1747 0.4653 -0.32 -1.56 0.42
H 0.2369 0.3623 3.5998 -1.64 -1.71 -0.43
H -1.1603 -0.8801 4.1826 0.74 1.40 -1.75
H -0.9065 0.8482 1.2423 -0.74 -1.19 1.99
H -2.1572 2.4958 2.1203 -0.88 -2.37 1.75
H -3.6521 1.3622 2.3186 2.21 0.03 0.87
O -4.4759 3.7923 0.4968 1.73 -0.06 -0.48
N -3.2969 3.8888 0.1249 -0.48 -0.71 0.34
O -2.4749 2.9617 0.1514 -1.19 1.50 -0.07
C -2.8427 5.1915 -0.3764 0.29 0.88 -0.34
C -3.7286 6.2777 -0.3890 0.04 -0.02 0.00
C -3.2838 7.5203 -0.8443 0.23 -0.34 0.02
C -1.9688 7.6737 -1.2864 -0.04 -0.13 0.04
C -1.0917 6.5877 -1.2825 -0.38 -0.07 0.14
C -1.5243 5.3408 -0.8269 -0.03 0.01 0.02
H -4.7563 6.1745 -0.0477 0.31 -0.18 -0.04
H -3.9618 8.3711 -0.8517 0.11 -0.23 0.02
H -1.6249 8.6460 -1.6352 -0.08 -0.21 0.07
H -0.0692 6.7145 -1.6314 -0.22 -0.09 0.09
H -0.8276 4.5050 -0.8272 -0.33 0.10 0.08
O 3.2280 -2.3655 -8.0241 -0.47 -1.51 0.90
N 2.9002 -3.3878 -7.4035 0.92 -0.12 -1.03
O 3.3326 -4.5239 -7.6449 -0.61 1.66 0.34
C 1.9300 -3.2431 -6.3116 -0.68 0.11 0.73
C 1.3866 -1.9824 -6.0284 0.00 -0.06 0.01
C 0.4460 -1.8552 -5.0045 0.19 -0.41 -0.11
C 0.0567 -2.9757 -4.2689 0.07 -0.10 -0.14
C 0.6073 -4.2281 -4.5462 0.15 0.36 -0.28
C 1.5467 -4.3683 -5.5697 -0.01 0.04 -0.02
H 1.6794 -1.0995 -6.5925 0.06 -0.36 0.01
H 0.0134 -0.8822 -4.7815 0.12 -0.18 -0.07
H -0.6813 -2.8725 -3.4752 0.42 -0.06 -0.54
H 0.3010 -5.0961 -3.9665 0.10 0.16 -0.15
H 1.9641 -5.3517 -5.7755 0.01 0.35 -0.12
O 7.6489 -0.2257 1.1064 -1.78 0.10 0.37
N 6.4393 -0.2017 1.3786 0.59 0.99 -0.60
O 5.6814 0.7451 1.1232 1.10 -1.29 0.32
C 5.8672 -1.3727 2.0538 -0.38 -0.77 0.46
C 6.6957 -2.4506 2.3953 -0.04 0.04 0.01
C 6.1506 -3.5513 3.0591 -0.22 0.30 -0.11
C 4.7910 -3.5755 3.3739 0.16 0.18 -0.12
C 3.9662 -2.5052 3.0234 0.37 -0.07 0.09
C 4.5005 -1.3978 2.3618 0.12 -0.09 0.03
H 7.7571 -2.4470 2.1571 -0.30 0.21 -0.02
H 6.7866 -4.3899 3.3343 -0.08 0.21 -0.09
H 4.3716 -4.4335 3.8966 0.07 0.18 -0.12
H 2.9070 -2.5329 3.2695 0.64 0.06 -0.10
H 3.8451 -0.5702 2.0983 0.33 -0.12 0.00
```
Forces are in eV/Å.

The SMILES is C[C@@H](F)[C@]1(P(O)Cl)NC(=O)C[C@@H]1CC(=O)F.O=[N+]([O-])c1ccccc1.O=[N+]([O-])c1ccccc1.O=[N+]([O-])c1ccccc1. The calculation puts the calculated total energy at -79004.024 eV. Its largest force on an atom is 0.191 Eh/bohr. Its multiplicity is 1.

***

Below is a single CH6OSi2 molecule in a non-equilibrium geometry, with properties calculated with ωB97M-V with the def2-TZVPD basis set.

Structure (XYZ):
```
10
Properties=species:S:1:pos:R:3:forces:R:3
Si 0.7613 0.3226 1.6174 2.28 -0.83 2.84
Si -0.4464 -0.5851 -0.0885 -1.86 0.46 -2.64
C -0.7642 0.2525 -1.8139 0.79 -0.37 -0.30
O 0.1902 -0.9275 -1.5823 0.86 1.18 -0.04
H 1.6434 -0.6966 2.5709 -0.83 0.64 -1.85
H 1.7427 1.2873 1.0722 -0.19 -0.01 -0.11
H 0.2536 0.8223 2.9390 -0.82 0.40 -0.84
H -1.5669 -1.5244 0.0909 0.11 -0.05 0.69
H -1.4703 -0.2156 -2.5433 -0.04 0.91 1.01
H -0.3434 1.2645 -2.2623 -0.31 -2.33 1.24
```
Forces are in eV/Å.

As for the energy relative to the best compared isomer or geometry (same formula, charge and spin): 72.5 kcal per mole. The SMILES is [SiH3][Si@H]1CO1. The calculation puts the calculated total energy at -18934.143 eV. Its largest force on an atom is 0.073 Eh/bohr. Its multiplicity is 1.

***

What did the second record say?
Below is a single CH6OSi2 molecule in a non-equilibrium geometry, with properties calculated with ωB97M-V with the def2-TZVPD basis set.

Structure (XYZ):
```
10
Properties=species:S:1:pos:R:3:forces:R:3
Si 0.7613 0.3226 1.6174 2.28 -0.83 2.84
Si -0.4464 -0.5851 -0.0885 -1.86 0.46 -2.64
C -0.7642 0.2525 -1.8139 0.79 -0.37 -0.30
O 0.1902 -0.9275 -1.5823 0.86 1.18 -0.04
H 1.6434 -0.6966 2.5709 -0.83 0.64 -1.85
H 1.7427 1.2873 1.0722 -0.19 -0.01 -0.11
H 0.2536 0.8223 2.9390 -0.82 0.40 -0.84
H -1.5669 -1.5244 0.0909 0.11 -0.05 0.69
H -1.4703 -0.2156 -2.5433 -0.04 0.91 1.01
H -0.3434 1.2645 -2.2623 -0.31 -2.33 1.24
```
Forces are in eV/Å.

As for the energy relative to the best compared isomer or geometry (same formula, charge and spin): 72.5 kcal per mole. The SMILES is [SiH3][Si@H]1CO1. The calculation puts the calculated total energy at -18934.143 eV. Its largest force on an atom is 0.073 Eh/bohr. Its multiplicity is 1.